Molecular formula: C18H8Cl5N3O6PtSe
Method: DFT, the ωB97M-V functional and the def2-TZVPD basis

Positions of all 42 atoms, in Å:
1 Pt 0.23911 -1.34832 1.10712
2 O -3.61660 -2.46594 -0.34460
3 C -2.42565 -2.13861 -0.34507
4 O -1.50413 -2.47389 0.48393
5 C -1.96075 -1.24803 -1.48638
6 C -0.68309 -1.35525 -2.00935
7 C -0.25888 -0.52648 -3.04355
8 C -1.12858 0.40830 -3.58667
9 C -2.40641 0.46417 -3.07412
10 C -2.84258 -0.32982 -2.04341
11 N -3.38938 1.44933 -3.69475
12 O -4.48797 1.52260 -3.21676
13 O -3.01513 2.09451 -4.64095
14 H -0.01643 -2.11871 -1.62181
15 H 0.75669 -0.61335 -3.42033
16 H -0.83493 1.06851 -4.39144
17 H -3.85286 -0.25925 -1.66325
18 O 2.00830 1.67225 2.45363
19 C 1.87629 0.64733 3.10137
20 C 2.31966 0.52166 4.54737
21 C 2.08903 -0.94823 4.89689
22 C 1.33363 -1.47144 3.69270
23 O 0.80444 -2.57085 3.62835
24 N 1.31574 -0.54028 2.67957
25 H 1.70161 1.19792 5.13745
26 H 3.35072 0.85597 4.63177
27 H 1.50566 -1.11740 5.79918
28 H 3.01355 -1.51746 4.98549
29 Cl 2.57772 -0.31352 -1.07566
30 C 1.31541 0.79733 -0.66933
31 C 0.30104 0.39675 0.19546
32 C -0.68258 1.37915 0.47965
33 Cl -2.03682 1.06102 1.55172
34 C -0.65067 2.65872 -0.08050
35 Cl -1.88798 3.83286 0.29580
36 C 0.37161 3.00886 -0.95519
37 Cl 0.40001 4.59563 -1.68973
38 C 1.35577 2.07620 -1.24331
39 Cl 2.63682 2.51467 -2.34365
40 Se 1.89195 -3.48397 0.59524
41 C 2.17156 -3.64252 -1.23654
42 N 2.34510 -3.74041 -2.38638

Forces on the atoms, in the same order (eV/Å):
-0.1 -0.1 0.6
0.7 -0.1 0.4
-0.1 0.2 -0.3
0.1 0.5 -0.3
-0.2 0.1 -0.2
0.2 -0.2 -0.3
0.0 0.0 -0.2
0.4 -0.1 -0.1
-0.8 0.9 -0.5
-0.3 -0.2 0.3
1.3 -1.2 0.8
-1.0 0.1 0.4
0.3 0.5 -0.8
0.1 0.1 0.0
-0.2 0.0 0.0
0.0 0.0 0.1
0.0 0.0 0.0
-0.1 -0.4 0.2
-0.1 0.1 -0.9
0.0 -0.3 0.2
0.1 0.3 0.0
-0.2 -0.1 -0.2
0.2 0.3 -0.1
0.1 -0.4 0.0
0.0 0.0 0.0
0.1 0.0 0.0
0.0 0.0 0.0
0.1 0.0 0.0
-0.1 0.1 0.1
0.2 0.3 -0.2
-1.4 1.0 0.8
0.0 0.2 -0.3
0.6 -0.3 -0.3
-0.2 0.0 0.1
0.3 -0.2 -0.1
0.0 0.3 -0.1
0.0 -0.4 0.2
0.2 -0.2 -0.1
-0.2 -0.1 0.2
0.5 -0.8 -0.3
-0.2 0.2 -0.1
-0.1 0.0 0.7

Summary:
Energy above the lowest of the compared OMol25 structures with the same formula, charge and spin   160.48 kJ/mol
Multiplicity   1
HOMO-LUMO gap   5.76 eV
Total charge   -2
E_HOMO   -1.553 eV
Calculated total energy   -166757.5010 eV

---

Molecular formula: C18H8Co2F3NO6
Method: DFT, the ωB97M-V functional and the def2-TZVPD basis

Positions of all 38 atoms, in Å:
1 F -1.30969 2.06826 -2.19949
2 C -0.74945 2.37867 -0.98797
3 F 0.25999 3.26490 -1.22982
4 F -1.69986 3.04923 -0.23892
5 C -0.29176 1.14740 -0.22744
6 C 0.75335 1.24725 0.69938
7 C 1.05401 0.15059 1.49024
8 C 0.25285 -1.01711 1.48833
9 C 0.58180 -2.09016 2.47899
10 C 0.13567 -3.41723 1.92167
11 N -0.02620 -4.46589 1.43481
12 C -0.69302 -1.12644 0.44911
13 C -1.01189 -0.03918 -0.35320
14 H 1.30615 2.18203 0.83501
15 H 1.93156 0.21519 2.15526
16 H 1.75711 -2.21585 2.24325
17 H -1.15550 -2.09236 0.26694
18 H -1.81204 -0.14830 -1.08199
19 O -3.46104 -4.55958 6.71103
20 C -3.41943 -3.41273 6.75465
21 Co -3.22820 -1.63275 6.78737
22 C -4.21577 -1.33334 5.39730
23 O -4.78848 -1.09412 4.41822
24 C -4.36296 -1.67309 8.18776
25 O -5.03460 -1.66710 9.12967
26 C -1.37364 -1.97338 6.04622
27 C -0.66197 -1.45702 4.95193
28 C 0.47604 -1.67962 4.02180
29 Co -1.38713 -0.14407 6.09166
30 C -1.93327 0.58082 4.65262
31 O -2.21490 1.01025 3.60686
32 C -0.27262 1.14086 6.66240
33 O 0.45558 2.00684 6.92730
34 C -2.89670 0.31533 7.23378
35 O -3.40286 1.23090 7.76102
36 H -0.94226 -2.62197 6.83987
37 H 1.10089 -0.67393 4.06204
38 H 1.07567 -2.58894 4.44891

Forces on the atoms, in the same order (eV/Å):
0.3 0.5 0.9
-0.2 -0.2 0.7
-0.7 -0.4 0.1
0.8 -0.4 -1.2
-0.3 0.5 -0.1
-0.2 -0.1 -0.2
-0.1 -0.1 0.6
0.1 1.1 -1.4
2.0 -0.5 -1.6
-0.1 -1.1 0.3
0.1 1.9 0.8
0.3 0.0 0.8
0.4 -0.1 -0.1
-0.2 -0.4 -0.2
-0.7 -0.1 -0.2
-2.2 0.2 1.1
-0.3 0.2 0.2
0.2 0.2 0.1
-0.7 -0.2 -0.1
1.9 0.0 0.0
-3.4 -1.5 1.6
-0.9 1.2 -2.5
0.3 -0.4 1.0
1.1 1.0 0.7
-0.2 -0.2 -0.6
4.3 -1.2 -1.5
-1.6 -2.4 -0.3
1.6 -0.6 2.3
-1.8 4.9 1.8
-1.1 0.7 -1.6
0.3 -0.1 0.1
0.7 -1.7 0.8
-0.2 0.7 -0.3
2.3 0.1 -1.0
-0.7 -0.3 0.3
-0.2 -0.3 -0.8
-0.8 -2.1 -0.1
-0.1 1.3 -0.3

Summary:
Multiplicity   1
HOMO-LUMO gap   3.24 eV
Total charge   -2
E_HOMO   1.294 eV
Calculated total energy   -115972.0198 eV

---

Molecular formula: C18H9IrN3O5S
Method: DFT, the ωB97M-V functional and the def2-TZVPD basis

Positions of all 37 atoms, in Å:
1 Ir 0.55746 1.24093 -0.99696
2 O 3.39235 -2.19322 3.42542
3 C 2.92050 -1.47442 2.58661
4 C 3.39212 -1.32510 1.13420
5 O 4.30840 -1.89734 0.60867
6 C 2.46922 -0.32395 0.50862
7 C 1.50416 0.13923 1.47448
8 O 0.61915 0.97813 1.18140
9 C 1.74661 -0.50855 2.79207
10 O 1.16225 -0.33111 3.82868
11 O 2.48661 0.08872 -0.66641
12 C 0.65849 -3.88237 1.00592
13 C 1.13115 -3.41612 -0.21644
14 C 0.59796 -2.27256 -0.78441
15 C -0.41488 -1.56005 -0.13109
16 C -0.91194 -2.05075 1.08313
17 C -0.37193 -3.19835 1.64059
18 N -0.82466 -0.33492 -0.65148
19 N -2.07461 0.04580 -0.33982
20 C -2.26281 1.36517 -0.57919
21 C -3.54116 1.93962 -0.42467
22 C -3.72670 3.27787 -0.68599
23 C -2.66148 4.07745 -1.11309
24 C -1.39737 3.52496 -1.27184
25 C -1.17258 2.18307 -0.98786
26 H 1.08934 -4.76606 1.45815
27 H 1.93009 -3.94045 -0.72587
28 H 0.97179 -1.89909 -1.72943
29 H -1.69091 -1.49312 1.58383
30 H -0.74470 -3.54969 2.59505
31 H -4.35976 1.30756 -0.10447
32 H -4.71143 3.71425 -0.56742
33 H -2.82423 5.12630 -1.32744
34 H -0.57753 4.14117 -1.62192
35 S 1.31701 2.99487 -5.32516
36 C 1.08516 2.36665 -3.86164
37 N 0.92885 1.90547 -2.79418

Forces on the atoms, in the same order (eV/Å):
-0.1 0.4 0.6
-0.5 0.8 -1.2
0.4 -1.2 2.5
-1.9 2.8 -2.8
1.2 -1.1 0.0
2.1 -2.0 0.9
-0.4 -0.3 1.8
0.6 -0.6 -0.1
-0.3 1.3 -2.7
-0.9 0.0 2.2
-0.3 0.4 -0.8
-0.1 0.2 -0.1
-0.1 -0.1 0.0
-0.2 0.3 -0.1
0.0 -1.2 0.3
0.1 0.1 -0.2
0.0 -0.1 0.1
-3.3 1.6 0.6
3.2 -1.7 -0.3
-0.2 1.4 -0.6
0.1 -0.2 0.0
-0.3 0.0 0.1
0.4 -0.3 -0.1
-0.4 0.5 0.0
0.7 -0.9 0.1
0.0 0.0 0.0
0.0 0.0 0.0
0.0 0.1 0.0
0.0 0.0 0.1
0.0 0.0 0.0
0.0 0.0 0.0
0.0 0.0 0.0
0.0 0.0 0.0
0.0 0.0 0.0
0.1 0.2 -0.4
-0.1 -0.4 0.8
0.3 0.3 -0.8

Summary:
Energy above the lowest of the compared OMol25 structures with the same formula, charge and spin   116.44 kJ/mol
Multiplicity   5
HOMO-LUMO gap (spin up / spin down)   5.23 / 4.05 eV
Total charge   -1
E_HOMO (spin up / spin down)   -3.903 / -4.940 eV
Calculated total energy   -47190.8559 eV

---

Molecular formula: C19H103FN2O44PS2
Method: DFT, the ωB97M-V functional and the def2-TZVPD basis

Positions of all 172 atoms, in Å:
1 C 3.57564 -0.32710 -2.54549
2 C 3.25041 -0.19192 -1.40099
3 C 2.80121 -0.08625 -0.02152
4 C 1.33319 -0.40584 0.01775
5 C 0.40423 0.63666 0.15058
6 C 0.76673 2.06901 0.23782
7 C -0.28866 2.92422 -0.44285
8 C -0.28693 2.68392 -1.94630
9 C 0.93333 3.30487 -2.59568
10 C 1.03200 2.94246 -4.08036
11 C 2.45848 2.57963 -4.48921
12 C 2.46910 1.83926 -5.82581
13 O 3.18284 0.61864 -5.73100
14 C 2.71044 -0.36836 -6.62677
15 N -0.88625 0.36858 0.17719
16 N -1.26450 -0.86520 0.06630
17 C -2.71188 -1.02097 0.06884
18 C -3.21194 -1.17783 1.49152
19 O -2.53213 -0.86889 2.40963
20 O -4.44432 -1.72117 1.59182
21 C -5.42625 -0.97949 0.82102
22 C -5.74434 -1.33860 -0.59123
23 O -5.96916 -0.07727 1.36064
24 C -0.47454 -1.91989 -0.03026
25 S -1.14901 -3.58746 -0.07884
26 O -0.18057 -4.57053 0.20754
27 O -2.33381 -3.68072 0.70297
28 F -1.65396 -3.75998 -1.53772
29 C 0.90119 -1.72042 -0.08638
30 P 2.15191 -3.06488 -0.32093
31 S 2.03803 -3.90832 -2.07751
32 H 3.72025 -0.39790 -3.59443
33 H 3.33952 -0.75392 0.63700
34 H 2.99683 0.90671 0.35148
35 H 1.69018 2.21963 -0.30288
36 H 0.91106 2.35999 1.27480
37 H -1.26663 2.74185 -0.02833
38 H -0.03219 3.95928 -0.26657
39 H -1.17705 3.13423 -2.37065
40 H -0.35142 1.62210 -2.19156
41 H 1.83489 2.93636 -2.12122
42 H 0.89640 4.37993 -2.48136
43 H 0.43266 2.05379 -4.23600
44 H 0.67715 3.74534 -4.71359
45 H 2.88431 1.94919 -3.71443
46 H 3.06760 3.46304 -4.57345
47 H 1.44856 1.68434 -6.16458
48 H 2.96265 2.49602 -6.54215
49 H 2.84271 -1.33748 -6.16397
50 H 1.66169 -0.25746 -6.86064
51 H 3.25879 -0.36383 -7.56877
52 H -3.04282 -1.80238 -0.59305
53 H -3.16071 -0.10817 -0.30255
54 H -5.98176 -2.38273 -0.77540
55 H -4.90528 -1.09451 -1.23376
56 H -6.55062 -0.72077 -0.90942
57 H 3.42113 -2.55956 -0.07138
58 H 1.93380 -3.99030 0.69386
59 O -2.23495 -0.15038 5.24622
60 H -2.57590 -0.55188 4.43537
61 H -2.97946 -0.04939 5.86358
62 O 4.50394 5.14695 -5.65462
63 H 4.23386 5.51683 -6.49950
64 H 5.42846 5.42339 -5.55774
65 O 5.27201 -5.07071 -3.33855
66 H 5.18139 -5.42129 -4.23354
67 H 4.38345 -5.04640 -2.97963
68 O 5.92236 1.77106 -2.12914
69 H 5.19929 1.14076 -2.00342
70 H 6.71526 1.25628 -1.94382
71 O -2.76902 -3.62478 3.88935
72 H -2.58627 -4.28653 3.21242
73 H -3.26148 -2.93524 3.42656
74 O 1.08139 -0.23208 5.29401
75 H 0.12381 -0.13265 5.39276
76 H 1.27940 -1.05661 5.75117
77 O -1.24277 3.65179 2.30111
78 H -1.81996 2.90493 2.11275
79 H -0.90154 3.46263 3.18503
80 O -5.32031 -5.26832 3.33083
81 H -4.63167 -4.64583 3.59069
82 H -5.94122 -4.72062 2.84402
83 O 7.20016 -5.03080 -0.83436
84 H 7.64292 -5.85702 -0.61753
85 H 6.82343 -5.17846 -1.71106
86 O 4.63678 -4.27593 0.91666
87 H 4.19947 -4.88525 1.51999
88 H 5.18975 -4.86254 0.36590
89 O -1.38747 1.63207 -5.23677
90 H -2.30668 1.65817 -5.52613
91 H -1.29132 0.75342 -4.85511
92 O -3.62360 0.22097 7.85103
93 H -2.71551 0.51789 7.95834
94 H -4.15757 0.98618 8.11262
95 O -3.33088 3.15252 -4.09831
96 H -2.69266 3.68316 -4.58658
97 H -4.03629 3.76784 -3.86082
98 O -5.82625 1.77960 8.69478
99 H -6.31977 1.50288 7.91596
100 H -6.50482 1.92811 9.35725
101 O 4.60886 -6.62796 -0.87584
102 H 5.06993 -6.66501 -1.72320
103 H 3.75097 -6.24458 -1.08983
104 O -6.62618 -0.18823 4.28288
105 H -6.23160 -0.05388 3.41842
106 H -7.53409 0.12392 4.18772
107 O -0.13214 -6.54855 -3.26326
108 H 0.65451 -6.13323 -2.89426
109 H -0.80696 -5.86552 -3.22628
110 O 3.88373 4.30809 -2.16168
111 H 4.38928 5.11936 -2.03035
112 H 4.52057 3.60601 -1.97936
113 O 0.98609 -2.36914 -7.97652
114 H 0.41699 -3.06360 -7.63324
115 H 1.68641 -2.84309 -8.43569
116 O -1.69594 0.71007 9.97717
117 H -2.62362 0.89955 10.15639
118 H -1.56545 -0.17614 10.33800
119 O 3.90867 -2.00152 6.18264
120 H 3.88763 -2.74718 5.57575
121 H 3.36964 -1.32724 5.75968
122 O -0.83323 -1.51592 8.27044
123 H -0.94333 -0.58145 8.48463
124 H -0.68235 -1.52955 7.32123
125 O -1.58586 5.22297 5.20515
126 H -1.71441 4.92421 4.30058
127 H -2.47367 5.21099 5.58225
128 O 1.38477 -3.08332 -5.24452
129 H 0.81478 -3.84912 -5.38863
130 H 1.72826 -3.20834 -4.34911
131 O -9.44325 0.81383 5.09824
132 H -10.07116 0.14178 4.81118
133 H -9.44223 1.46442 4.38663
134 O -7.19199 -0.02078 -2.85341
135 H -6.79474 0.08530 -3.72377
136 H -8.09359 0.29885 -2.96771
137 O -2.81753 -1.55686 -3.66844
138 H -3.75920 -1.54257 -3.86959
139 H -2.67736 -2.39271 -3.21605
140 O 6.34946 4.97652 -3.70760
141 H 5.64802 4.31336 -3.64921
142 H 7.13459 4.50891 -3.41196
143 O 6.90193 4.76366 -0.65416
144 H 7.01590 3.84497 -0.91199
145 H 7.39187 5.26507 -1.31528
146 O 3.51405 -4.99959 -5.90724
147 H 4.06604 -4.51708 -6.53018
148 H 2.81299 -4.36928 -5.67311
149 O 2.26503 2.60683 5.07650
150 H 1.63478 1.88288 5.15742
151 H 2.83498 2.50802 5.84437
152 O -7.27094 -4.40505 -0.78046
153 H -7.80471 -5.16963 -1.01648
154 H -6.93390 -4.63520 0.09169
155 O -5.18126 -5.93197 0.68096
156 H -4.61117 -6.70560 0.64557
157 H -4.56807 -5.19599 0.76093
158 O 6.29825 7.51981 0.19835
159 H 6.44551 6.60921 -0.08703
160 H 6.76695 8.06540 -0.43910
161 O 7.47120 5.13784 -6.52008
162 H 7.58655 4.22155 -6.78956
163 H 7.94746 5.64490 -7.18517
164 O -5.44708 3.94498 -2.00790
165 H -5.99090 3.20082 -2.28555
166 H -5.25331 3.76722 -1.08327
167 O -2.30571 2.97674 7.21974
168 H -2.18706 2.07743 6.90059
169 H -1.93594 3.51678 6.51428
170 O 0.57610 2.38365 11.75364
171 H 0.08884 2.11246 10.96741
172 H -0.10367 2.50283 12.42213

Forces on the atoms, in the same order (eV/Å):
-0.5 -0.1 0.1
0.3 -0.2 0.0
0.0 0.3 0.0
0.5 -0.1 0.2
0.1 0.0 0.2
-0.3 0.2 -0.3
0.1 0.0 -0.4
-0.1 0.5 0.1
-0.2 -0.3 -0.7
0.8 -0.4 0.6
-0.4 -0.1 -0.3
0.6 0.8 0.2
-0.4 -0.3 0.3
0.4 -0.1 -0.1
-0.1 0.1 0.0
-1.2 -0.4 -0.2
-0.7 0.5 0.0
-0.1 -0.6 -0.6
0.3 -0.1 0.7
-0.1 0.5 -0.5
-1.0 0.2 -0.2
0.8 -0.8 0.1
0.3 0.1 0.6
1.1 -0.6 -0.6
-1.5 -2.0 1.6
0.7 0.6 -0.7
-0.2 1.0 -0.1
0.6 0.5 -0.3
0.3 0.0 0.4
0.6 -1.2 -0.8
-0.2 0.0 -0.1
0.2 0.1 -0.5
0.2 -0.1 0.2
-0.1 0.3 0.2
0.4 0.1 0.1
0.1 0.0 0.3
-0.2 0.1 0.2
-0.1 0.3 0.2
-0.3 0.0 -0.2
0.0 -0.3 0.0
0.3 0.2 0.2
0.2 0.3 0.3
-0.2 0.1 -0.2
-0.4 0.1 -0.2
0.2 -0.2 0.1
0.3 0.3 0.2
-0.2 -0.3 -0.1
0.0 -0.1 -0.4
0.0 -0.2 0.1
-0.3 0.1 0.1
0.1 0.1 -0.2
0.1 -0.3 0.0
0.3 0.4 -0.3
-0.1 -0.2 0.3
0.2 0.1 -0.2
-0.5 0.3 -0.1
-0.2 0.3 0.2
0.0 0.4 0.3
0.2 0.2 -0.1
0.0 0.1 0.3
0.0 -0.2 0.0
0.0 0.1 -0.2
-0.1 0.0 0.0
0.0 -0.1 0.0
0.5 -0.3 0.1
-0.2 0.1 0.0
-0.3 0.2 -0.1
0.0 0.0 0.2
0.0 0.1 -0.1
0.0 0.0 -0.1
-0.2 0.0 -0.2
0.1 0.0 0.0
0.1 0.0 0.2
-0.2 -0.1 -0.1
-0.2 0.0 -0.1
0.0 0.0 0.1
0.0 -0.1 0.4
-0.1 0.0 0.0
0.2 0.0 -0.1
0.2 0.3 0.1
0.1 0.0 0.5
-0.2 -0.2 0.0
-0.1 0.0 0.0
0.0 0.0 0.1
0.0 0.1 -0.1
-0.2 -0.1 -0.1
0.2 -0.1 0.1
0.1 0.2 0.0
-0.2 -0.3 -0.3
0.0 0.0 0.1
0.0 -0.1 0.0
0.1 0.1 -0.5
0.0 -0.1 0.4
-0.2 0.0 0.1
-0.3 0.2 0.0
0.1 -0.1 0.0
0.0 0.0 0.2
-0.1 0.0 -0.2
0.0 0.0 -0.1
0.0 0.0 0.2
-0.2 0.0 0.0
0.0 0.0 0.0
0.0 -0.1 0.0
0.0 0.0 0.0
0.0 0.1 -0.1
-0.1 0.0 0.3
0.0 0.1 -0.1
0.0 0.0 0.1
0.0 0.0 0.0
0.1 -0.1 0.1
0.0 0.0 0.1
0.1 0.1 0.1
0.0 -0.1 -0.2
0.0 0.1 -0.1
0.0 0.0 -0.1
0.2 -0.1 0.1
0.0 0.0 -0.1
0.0 0.0 0.1
-0.2 0.0 -0.1
0.1 -0.1 0.0
0.2 0.2 0.0
0.1 0.1 -0.1
0.0 0.0 0.0
-0.2 -0.1 0.0
-0.1 -0.4 0.2
-0.1 0.2 -0.2
0.0 0.3 0.0
0.1 -0.4 0.2
-0.1 0.1 0.1
-0.2 0.2 0.1
0.2 0.0 -0.3
0.0 0.0 0.1
-0.1 0.1 0.1
0.0 0.2 -0.2
0.0 0.0 0.0
0.0 -0.1 0.0
0.0 0.1 0.4
0.0 0.0 -0.1
0.0 -0.2 -0.2
0.1 -0.1 0.3
-0.1 0.1 -0.1
0.1 0.0 -0.2
0.1 0.1 0.0
-0.1 -0.1 0.1
0.0 0.0 -0.1
0.0 0.0 0.1
0.0 0.0 0.0
0.2 0.0 -0.2
-0.1 0.0 -0.2
0.1 -0.2 0.1
0.0 0.1 0.0
-0.1 0.3 0.1
0.0 0.0 -0.1
0.1 -0.3 -0.1
0.1 0.1 -0.6
-0.1 -0.1 0.1
0.1 0.0 0.1
0.0 0.0 -0.1
-0.1 0.0 0.2
0.0 0.1 0.0
0.1 0.0 -0.1
-0.1 0.0 0.0
0.0 0.0 0.0
0.0 -0.1 -0.1
-0.1 0.0 0.0
0.1 0.1 0.0
-0.1 -0.2 0.0
0.0 0.0 -0.1
0.3 0.2 0.0
0.0 0.0 -0.1
-0.1 0.0 0.0
0.0 0.0 0.0

Summary:
Energy above the lowest of the compared OMol25 structures with the same formula, charge and spin   0.00 kJ/mol
Multiplicity   1
HOMO-LUMO gap   5.29 eV
Total charge   +1
E_HOMO   -11.061 eV
Calculated total energy   -148110.7859 eV